Entry from the OMol25 dataset: the molecule C4H9NOS (ωB97M-V with the def2-TZVPD basis set).

Summary:
**E_tot**: -18666.6804 eV
**Energy relative to the best compared isomer or geometry (same formula, charge and spin)**: 19.5 kcal per mole
**Gap between HOMO and LUMO**: 9.87 eV
**E_HOMO**: -9.171 eV
**Lowest unoccupied orbital energy**: 0.7 eV

Geometry as XYZ:
```
16
C4H9NOS, DFT ωB97M-V with the def2-TZVPD basis set
C -0.681 -0.635 0.568
N -1.336 -0.114 -0.640
C -1.381 -0.849 -1.799
O -2.251 -0.724 -2.623
C 0.847 -0.552 0.442
C 1.427 0.795 0.840
S 0.487 2.208 0.163
H -0.943 -1.687 0.659
H -1.008 -0.050 1.420
H -2.230 0.360 -0.568
H -0.552 -1.559 -1.942
H 1.090 -0.791 -0.600
H 1.282 -1.305 1.096
H 2.438 0.914 0.456
H 1.469 0.852 1.929
H 1.341 3.137 0.600
```

---

Entry from the OMol25 dataset: a structure of composition C4H9NOS at a distorted geometry (ωB97M-V with the def2-TZVPD basis set).

Summary:
**E_tot**: -18663.4968 eV
**Energy relative to the best compared isomer or geometry (same formula, charge and spin)**: 92.9 kcal per mole
**Gap between HOMO and LUMO**: 9.03 eV
**E_HOMO**: -8.825 eV
**Lowest unoccupied orbital energy**: 0.2 eV

Geometry as XYZ:
```
16
C4H9NOS, DFT ωB97M-V with the def2-TZVPD basis set
C -2.177 1.410 0.799
N -1.799 0.611 -0.408
C -0.768 -0.363 -0.039
C 0.197 -1.085 -1.006
S 1.766 -1.448 -0.119
C 0.459 0.469 0.528
O 0.686 1.582 0.128
H -3.183 1.133 1.109
H -1.514 1.218 1.643
H -2.108 2.455 0.514
H -1.198 1.255 -0.922
H -1.066 -1.007 0.785
H -0.349 -1.999 -1.276
H 0.380 -0.710 -2.010
H 2.576 -0.472 0.344
H 0.605 0.232 1.596
```

---

Entry from the OMol25 dataset: a structure of composition C4H9NOS at a distorted geometry (ωB97M-V with the def2-TZVPD basis set).

Summary:
**E_tot**: -18662.9568 eV
**Energy relative to the best compared isomer or geometry (same formula, charge and spin)**: 105.4 kcal per mole
**Gap between HOMO and LUMO**: 9.75 eV
**E_HOMO**: -9.289 eV
**Lowest unoccupied orbital energy**: 0.5 eV

Geometry as XYZ:
```
16
C4H9NOS, DFT ωB97M-V with the def2-TZVPD basis set
C 0.200 -1.149 1.197
C -0.035 0.151 0.654
C -1.325 0.616 0.086
C 1.079 -0.663 -1.595
H 0.580 -1.906 0.293
H 1.182 -0.797 2.124
H -0.769 -1.500 1.631
H -0.046 0.820 1.439
H -2.110 -0.049 -0.576
H -1.074 1.518 -0.438
H -1.860 1.346 2.093
H -3.018 0.206 1.496
H 1.816 -0.596 -2.302
N -2.314 1.043 1.254
O -0.058 -1.117 -1.586
S 1.403 0.554 -0.244
```

---

Entry from the OMol25 dataset: the molecule C4H9NOS at a distorted geometry (ωB97M-V with the def2-TZVPD basis set).

Summary:
**E_tot**: -18665.7101 eV
**Energy relative to the best compared isomer or geometry (same formula, charge and spin)**: 41.9 kcal per mole
**Gap between HOMO and LUMO**: 10.09 eV
**E_HOMO**: -9.412 eV
**Lowest unoccupied orbital energy**: 0.7 eV

Geometry as XYZ:
```
16
C4H9NOS, DFT ωB97M-V with the def2-TZVPD basis set
C -0.620 -0.947 0.408
N -1.175 0.174 -0.328
C -2.485 0.375 -0.667
O -3.008 1.504 -0.724
C 0.962 -0.967 0.306
C 1.497 0.541 0.585
S 1.560 1.874 -0.717
H -1.132 -1.864 -0.004
H -0.815 -0.934 1.490
H -0.617 0.983 -0.513
H -3.119 -0.521 -0.862
H 1.177 -1.205 -0.797
H 1.643 -1.760 0.909
H 2.546 0.354 0.980
H 0.987 0.981 1.392
H 2.599 1.410 -1.459
```